Entry 1:
The following is a DFT calculation (ωB97M-V/def2-TZVPD) of one molecule with the formula C6H9N3O2.

ΔE to the lowest compared entry with this formula, charge and spin ... 562.3 kJ/mol
HOMO level ... -0.3137 Eh
Structure (SMILES) ... CN[C@]1([N+](=O)[O-])CC=CC=N1
Largest force on an atom ... 0.08047 hartree/bohr

Structure (ORCA input):
```
! wB97M-V def2-TZVPD RIJCOSX def2/J DEFGRID3
* xyz 0 1
C -2.4822 -0.0669 -0.3686
C -2.0524 -0.1033 0.9105
C -1.4889 -0.1343 -1.3693
C -0.6334 -0.2817 1.2815
C 0.3577 -0.1146 0.1640
C 2.4671 -0.6984 -0.7718
N -0.2222 -0.3060 -1.1277
N 1.6273 -0.5726 0.3137
N 0.4344 1.7052 0.1770
O 1.4475 2.1101 0.6604
O -0.5704 2.2716 -0.1567
H -3.4667 0.1243 -0.6480
H -2.7399 0.0454 1.7086
H -1.6453 -0.2978 -2.3916
H -0.3916 0.2758 2.2907
H -0.5061 -1.3546 1.5783
H 3.0079 0.2522 -1.1894
H 3.0838 -1.5219 -0.7442
H 1.7562 -0.9347 -1.5263
H 2.0171 -0.3976 1.2088
*
```

=====

Entry 2:
The following is a DFT calculation (ωB97M-V/def2-TZVPD) of C20H33N4O7P2PtS3Te as an isolated structure.

⟨S²⟩ ... 6.02
HOMO level (spin up / spin down) ... -0.3558 / -0.3878 Eh
Largest force on an atom ... 0.00707 hartree/bohr

Structure (ORCA input):
```
! wB97M-V def2-TZVPD RIJCOSX def2/J DEFGRID3
* xyz 1 5
Pt -0.0768 -0.6553 0.6615
N 2.4652 5.3087 -4.6999
C 2.1312 4.0983 -4.1571
C 2.6904 3.6821 -2.9410
C 2.3246 2.4730 -2.3821
C 1.3766 1.6633 -3.0266
C 0.8262 2.0593 -4.2473
C 1.1931 3.2674 -4.7971
S 0.9787 0.0958 -2.3253
O 0.5449 -0.7791 -3.3733
O 2.0837 -0.2461 -1.4866
N -0.3162 0.3540 -1.2832
C -1.6041 0.1132 -1.8270
N -2.4042 -0.6420 -1.0880
C -3.6170 -0.8772 -1.5788
C -4.0342 -0.3662 -2.7951
C -3.1346 0.4540 -3.4542
N -1.9244 0.7167 -2.9682
H 3.3022 5.7610 -4.3739
H 2.2469 5.4713 -5.6682
H 3.4353 4.2995 -2.4538
H 2.7845 2.1185 -1.4672
H 0.1211 1.4093 -4.7459
H 0.7725 3.5782 -5.7456
H -4.2676 -1.4961 -0.9710
H -5.0134 -0.5753 -3.1983
H -3.3914 0.9331 -4.3920
C -0.0190 -4.0628 -0.8616
C 0.6511 -4.9923 0.1264
C 2.1249 -5.2029 -0.1461
O 0.4881 -4.5710 1.5289
P 0.5943 -3.1520 2.1931
S 1.9150 -1.8925 1.4026
S -1.1858 -2.1233 2.0386
O 0.9563 -3.4748 3.6809
C 0.4469 -4.5406 4.5530
C 1.2299 -5.8112 4.3086
C -1.0510 -4.7030 4.4167
H 0.0136 -4.5265 -1.8481
H 0.5073 -3.1097 -0.9262
H -1.0594 -3.8770 -0.5967
H 0.1379 -5.9532 0.1239
H 2.6529 -4.2513 -0.1971
H 2.2376 -5.7151 -1.1027
H 2.5748 -5.8238 0.6281
H 0.6814 -4.1461 5.5409
H 0.9918 -6.2370 3.3348
H 0.9756 -6.5404 5.0787
H 2.3001 -5.6156 4.3613
H -1.3236 -5.0838 3.4307
H -1.5658 -3.7593 4.5928
H -1.3915 -5.4209 5.1636
C -3.4013 2.3323 2.6910
C -2.2060 3.1196 2.2208
O -1.2167 2.1615 1.7552
P 0.1606 2.5483 1.1087
O 1.0929 1.4117 1.0782
Te -0.5261 3.0859 -1.2203
O 0.7296 3.8146 1.8196
C 0.4220 5.2102 1.5439
C 1.5718 5.8355 0.7950
H -4.1684 3.0155 3.0558
H -3.1176 1.6599 3.4990
H -3.8174 1.7420 1.8752
H -1.7609 3.7045 3.0256
H -2.4699 3.7882 1.3960
H 0.2695 5.6667 2.5189
H -0.5101 5.2773 0.9790
H 2.4958 5.7358 1.3618
H 1.3699 6.8954 0.6369
H 1.7059 5.3617 -0.1799
*
```

=====

Entry 3:
The following is a DFT calculation (ωB97M-V/def2-TZVPD) of a 2-piece molecular cluster, C7H8F3N3 overall.

ΔE to the lowest compared entry with this formula, charge and spin ... 123.0 kJ/mol
HOMO level ... -0.3454 Eh
Structure (SMILES) ... [H]/N=C(/N)c1ccccn1.FC(F)F
Largest force on an atom ... 0.07393 hartree/bohr

Structure (ORCA input):
```
! wB97M-V def2-TZVPD RIJCOSX def2/J DEFGRID3
* xyz 0 1
C -2.2659 -1.0523 -0.9774
C -2.0733 -1.8997 0.1166
C -1.6993 0.1642 -0.8550
C -1.0049 -1.6597 1.0219
C -0.7814 0.3938 0.1532
C 0.0772 1.6255 0.3069
C 2.6692 -0.6030 0.1423
N -0.3434 -0.4972 0.9990
N 0.4473 2.3356 -0.8381
N 0.3974 2.2055 1.3940
F 1.8938 -0.9919 -0.9285
F 3.3415 0.4434 -0.2565
F 3.5282 -1.6498 0.2039
H -2.9608 -1.3182 -1.7655
H -2.5717 -2.7650 0.1041
H -1.7879 0.9114 -1.5246
H -0.5484 -2.2461 1.7886
H 1.0414 1.8882 -1.4541
H 0.7390 3.2986 -0.7034
H -0.0286 1.7260 2.1959
H 1.9306 -0.3092 0.8767
*
```